[1]
Below is a single C20H26N2O3S2 molecule, with properties calculated with ωB97M-V/def2-TZVPD.

For the max |F|, the calculation gives 0.01852 Eh/bohr. Its HOMO energy is -8.89 eV. The energy relative to the best compared isomer or geometry (same formula, charge and spin) comes out at 0.0 kcal per mole. As for the structure (SMILES): Cc1ccc(S(=O)(=O)NC[C@H]2CC[C@@H](C(=O)NCc3cccs3)CC2)cc1.

ORCA input file:
```
! wB97M-V def2-TZVPD RIJCOSX def2/J DEFGRID3
* xyz 0 1
S -2.0815 2.4037 -0.4422
S -0.9831 -0.1046 2.6833
O 0.6866 -2.4331 0.8054
O -2.1567 3.4909 -1.3795
O -2.8097 2.5109 0.7904
N -0.4946 2.1057 -0.0100
N 2.1424 -1.5270 2.2581
C -3.0320 -2.8594 -3.2451
C -0.0607 1.8344 4.0709
C -1.0977 1.5093 3.2564
C 1.7114 -1.8159 1.0046
C -2.6470 -0.2651 -0.5282
C -2.4974 0.8445 -2.6564
C -2.4712 0.8817 -1.2777
C 3.3621 -0.0523 0.0979
C -2.8319 -1.4728 -1.1727
C 1.8408 -1.2958 -1.4298
C 1.2466 -1.6322 3.3987
C 2.3526 1.0879 0.2052
C 0.5217 2.3402 -1.0099
C 1.5397 1.1929 -1.0858
C -2.8458 -1.5393 -2.5642
C 0.8515 0.7684 4.2436
C 2.6470 -1.3866 -0.1301
C 0.8462 -0.1388 -1.3693
C -2.6899 -0.3685 -3.2971
C 0.4861 -0.3555 3.5657
H -2.6355 -0.1955 0.5467
H -1.9233 2.1133 2.9336
H 0.1184 -0.3346 -0.5817
H 2.9335 -0.9164 2.3773
H -4.0217 -3.2586 -3.0267
H 2.2249 1.4220 -1.9107
H 0.3019 -0.0766 -2.3138
H 3.3945 -2.1844 -0.2273
H 4.0082 -0.0811 0.9789
H 0.0537 2.7971 4.5367
H -0.0044 2.4273 -1.9627
H 4.0144 0.1322 -0.7599
H 1.7345 0.8332 4.8556
H 1.8366 -1.8545 4.2912
H -2.9270 -2.7646 -4.3226
H -2.7102 -0.4059 -4.3767
H 1.6714 0.9062 1.0384
H -0.2834 2.4305 0.9192
H 2.5252 -1.1573 -2.2697
H -2.3728 1.7641 -3.2066
H 1.0451 3.2874 -0.8302
H 1.2943 -2.2274 -1.5775
H 0.5622 -2.4570 3.1893
H 2.8749 2.0294 0.3926
H -2.2984 -3.5761 -2.8805
H -2.9524 -2.3763 -0.5949
*
```

Atomic partial charges in e from the Löwdin method, atoms 1 to 5: number 1, S, carries 0.66; number 2, S, carries 1.07; number 3, O, carries 0.06; number 4, O, carries -0.29; number 5, O, carries -0.30

***

[2]
Below is a gas-phase ion, C20H26N3O3 (charge +1), with properties calculated with ωB97M-V/def2-TZVPD.

For the max |F|, the calculation gives 0.01337 Eh/bohr. Its HOMO energy is -11.13 eV. The energy relative to the best compared isomer or geometry (same formula, charge and spin) comes out at 0.0 kcal per mole. As for the structure (SMILES): CC(=O)c1ccccc1OC[C@H](O)CN1CCN(c2cccc[nH+]2)CC1.

ORCA input file:
```
! wB97M-V def2-TZVPD RIJCOSX def2/J DEFGRID3
* xyz 1 1
O 1.4912 0.5871 -0.1772
O 4.1598 -0.2905 1.9021
O -0.9883 1.9034 0.7650
N 1.2192 -2.5567 1.5273
N -1.4433 -1.8019 0.6560
N -2.8525 -0.0259 0.1813
C 1.8269 2.3066 -3.4114
C 2.8801 -0.5830 1.4019
C 2.7413 -0.0775 -0.0519
C 2.0258 1.3750 -2.4088
C 0.7012 -2.8023 0.1950
C -4.9087 -0.2628 -0.9546
C -0.8044 -3.0455 0.2605
C -0.6973 -0.9988 1.6182
C -4.6359 -1.6345 -1.1052
C 1.3399 1.4781 -1.2038
C -0.2327 2.7387 0.2980
C 2.5819 -2.0906 1.6064
C -3.4844 -2.1710 -0.5995
C 0.2529 -1.9139 2.3945
C 0.4659 2.5596 -0.9995
C -2.5560 -1.3460 0.0853
C -3.9881 0.5089 -0.3102
C 0.9522 3.3627 -3.2228
C 0.0730 4.0165 1.0104
C 0.2887 3.4915 -2.0180
H -0.1142 -0.2245 1.1101
H -4.1141 1.5697 -0.1607
H 1.1969 -3.6898 -0.2106
H 4.8115 -0.8808 1.5056
H -5.3479 -2.2680 -1.6101
H 2.7133 0.5602 -2.5711
H -5.8182 0.1652 -1.3382
H 0.7963 4.0880 -4.0050
H -0.0460 4.8678 0.3449
H 0.8711 -1.9646 -0.4978
H -0.3311 -2.6866 2.9092
H 2.8234 -0.9027 -0.7710
H 3.1699 -2.6712 0.8889
H 1.1174 3.9969 1.3218
H -3.2949 -3.2273 -0.6834
H -1.0236 -3.8448 0.9740
H -2.1397 0.6203 0.5515
H 2.2016 0.0192 2.0165
H 2.9469 -2.3341 2.6104
H -0.5604 4.1287 1.8868
H 3.5528 0.6359 -0.2412
H -0.3960 4.3128 -1.8689
H -1.1583 -3.3426 -0.7266
H 0.7708 -1.3351 3.1584
H 2.3619 2.2045 -4.3425
H -1.3975 -0.5240 2.3102
*
```

Atomic partial charges in e from the Löwdin method, atoms 1 to 5: number 1, O, carries -0.07; number 2, O, carries -0.01; number 3, O, carries 0.05; number 4, N, carries -0.15; number 5, N, carries -0.03

***

no.,gap between HOMO and LUMO (Eh)
1,0.350
2,0.303